No. 1
{
  "formula": "C18H26N4O3S2",
  "method": "ωB97M-V with the def2-TZVPD basis set",
  "symbols": ["S", "S", "O", "O", "O", "N", "N", "N", "N", "C", "C", "C", "C", "C", "C", "C", "C", "C", "C", "C", "C", "C", "C", "C", "C", "C", "C", "H", "H", "H", "H", "H", "H", "H", "H", "H", "H", "H", "H", "H", "H", "H", "H", "H", "H", "H", "H", "H", "H", "H", "H", "H", "H"],
  "coordinates": [[6.01, -1.21, -2.65], [-1.52, 0.94, -1.65], [0.02, 2.23, 1.54], [6.44, -2.50, -1.98], [6.60, 0.03, -2.39], [1.24, 0.84, -2.13], [5.83, -1.65, -4.40], [-2.24, 2.41, 1.37], [0.39, -0.83, -1.46], [1.49, -1.35, -1.77], [2.14, -0.03, -2.06], [0.08, 0.27, -1.78], [2.26, -2.54, -1.50], [-3.26, 0.89, 3.13], [3.59, -0.22, -2.23], [-4.30, 1.53, 0.66], [0.10, -1.79, 1.49], [-0.83, 2.49, 0.84], [-4.54, 1.19, 2.19], [-0.88, 2.68, -0.63], [-2.51, 2.20, 2.65], [-0.72, -1.74, -0.93], [-3.48, 2.64, 0.50], [3.53, -2.34, -2.05], [0.10, -1.24, 2.93], [4.24, -1.40, -2.30], [-1.14, -1.55, 0.69], [-3.74, 0.48, 0.24], [4.19, 0.88, -2.48], [0.91, -1.63, 3.45], [1.05, -1.53, 0.97], [-3.26, 0.79, 4.13], [-3.28, 2.87, -0.39], [6.33, -0.85, -4.74], [0.00, -0.26, 2.82], [-5.19, 1.70, 0.15], [6.39, -2.50, -4.46], [-4.91, 0.24, 2.49], [-1.41, 3.40, -0.95], [-1.82, -1.46, -1.44], [-1.96, -1.99, 0.76], [-0.55, -2.73, -1.03], [-4.11, 3.65, 1.06], [4.22, -3.15, -1.86], [-1.01, -1.72, 3.37], [0.51, -3.00, 1.48], [-1.28, 2.29, 3.41], [0.25, 2.93, -1.02], [-2.68, 0.32, 2.70], [-2.89, 3.11, 3.21], [-1.27, -0.42, 0.68], [-5.05, 1.98, 2.62], [1.91, -3.35, -1.25]],
  "energy_ha": -1941.98393,
  "multiplicity": 1,
  "gap_ev": 7.616,
  "max_force_ev_per_a": 18.331,
  "homo_ev": -8.2,
  "total_charge": 0
}



No. 2
{
  "formula": "C5H11NS",
  "method": "ωB97M-V with the def2-TZVPD basis set",
  "symbols": ["S", "N", "C", "C", "C", "C", "C", "H", "H", "H", "H", "H", "H", "H", "H", "H", "H", "H"],
  "coordinates": [[-2.77, -0.61, -0.03], [1.79, 0.08, 0.39], [0.90, -0.92, 0.88], [0.03, -0.83, -0.44], [1.32, -0.17, -1.00], [-0.91, 1.47, 0.28], [-1.17, 0.16, -0.43], [-1.77, 2.10, 0.07], [-0.28, -1.84, -0.91], [-0.06, 1.95, -0.15], [2.78, -0.01, 0.51], [-2.64, -0.40, 1.29], [0.46, -0.68, 1.89], [-1.28, 0.43, -1.51], [1.11, 0.68, -1.64], [1.33, -1.95, 0.97], [-0.82, 1.37, 1.38], [1.98, -0.84, -1.54]],
  "energy_ha": -650.00163,
  "multiplicity": 1,
  "gap_ev": 9.929,
  "max_force_ev_per_a": 2.595,
  "smiles": "C[C@H](S)C1CNC1",
  "homo_ev": -9.0,
  "total_charge": 0
}



No. 3
{
  "formula": "C3H15NO3",
  "method": "ωB97M-V with the def2-TZVPD basis set",
  "symbols": ["O", "O", "O", "N", "C", "C", "C", "H", "H", "H", "H", "H", "H", "H", "H", "H", "H", "H", "H", "H", "H", "H"],
  "coordinates": [[-2.31, 2.04, -3.08], [3.31, 3.46, 4.17], [0.49, -1.16, -2.69], [0.18, -0.34, -0.04], [1.04, -0.34, 1.13], [-1.25, -0.79, 0.00], [-1.40, -2.38, -0.22], [0.83, 0.24, 2.03], [2.31, 3.51, 4.32], [-0.69, -3.17, 0.07], [3.48, 4.39, 4.60], [-1.75, -0.44, 0.97], [1.98, 0.14, 0.79], [0.42, -0.80, -1.75], [1.28, -1.43, 1.25], [-1.92, -0.47, -0.72], [0.15, 0.55, -0.45], [-1.64, -2.76, -1.15], [1.38, -1.60, -2.62], [-2.32, -2.60, 0.41], [-1.76, 2.71, -3.55], [-1.81, 1.22, -3.46]],
  "energy_ha": -403.68835,
  "multiplicity": 1,
  "gap_ev": 9.945,
  "max_force_ev_per_a": 4.992,
  "smiles": "CCNC.O.O.O",
  "homo_ev": -9.3,
  "total_charge": 0
}



No. 4
{
  "formula": "C28H41BClNO4P2S2",
  "method": "ωB97M-V with the def2-TZVPD basis set",
  "symbols": ["Cl", "S", "S", "P", "P", "O", "O", "O", "O", "N", "C", "C", "C", "C", "C", "C", "C", "C", "C", "C", "C", "C", "C", "C", "C", "C", "C", "C", "C", "C", "C", "C", "C", "C", "C", "C", "C", "C", "B", "H", "H", "H", "H", "H", "H", "H", "H", "H", "H", "H", "H", "H", "H", "H", "H", "H", "H", "H", "H", "H", "H", "H", "H", "H", "H", "H", "H", "H", "H", "H", "H", "H", "H", "H", "H", "H", "H", "H", "H", "H"],
  "coordinates": [[2.51, -1.38, -7.76], [5.32, 4.73, -3.12], [0.92, -1.13, -2.73], [2.43, -1.92, -5.71], [3.63, 3.90, -2.52], [-7.13, 0.72, 1.10], [1.48, 0.86, 4.10], [3.72, -2.98, -5.43], [-8.45, 2.18, -0.10], [1.66, 1.68, -1.65], [1.65, -1.48, 1.46], [3.10, -3.06, 3.00], [-2.40, 0.35, -1.70], [4.06, 0.44, 3.53], [-8.25, 1.51, 0.88], [4.47, 0.74, 5.03], [2.03, -0.09, 1.76], [2.09, 0.01, -3.56], [3.18, -3.06, 4.59], [0.24, 2.05, -2.06], [-5.30, 0.10, -0.38], [2.34, 1.31, -2.88], [3.29, 2.30, -3.42], [1.30, -1.82, 0.06], [1.67, 0.61, -0.66], [3.69, 0.70, -5.38], [0.74, -3.80, 2.28], [-0.74, 2.22, -0.83], [2.76, -0.31, -4.82], [2.02, 0.96, 0.70], [1.32, -0.80, -0.97], [3.95, 1.95, -4.69], [1.65, -2.53, 2.61], [-9.30, 1.53, 2.06], [-4.75, -0.79, -1.56], [-3.19, -0.99, -1.31], [-6.82, -0.12, -0.04], [-1.62, 0.96, -0.49], [2.48, 0.43, 3.23], [-4.72, -0.19, 0.54], [-10.18, 2.14, 1.78], [4.66, 2.71, -5.09], [-3.19, 1.09, -1.99], [4.55, 1.21, 2.85], [-2.40, 1.30, 0.25], [-0.23, -3.49, 1.82], [3.89, -3.85, 4.96], [0.35, 3.08, -2.52], [-1.01, 0.19, 0.07], [-8.74, 1.94, 2.94], [-6.94, -1.20, 0.29], [4.19, 0.45, -6.35], [3.15, -4.14, 2.69], [-5.05, 1.17, -0.63], [5.57, 0.98, 5.03], [-1.77, 0.09, -2.59], [2.53, 4.79, -2.56], [-2.88, -1.85, -1.97], [1.17, -2.08, 3.53], [3.94, 1.64, 5.41], [-0.15, 1.39, -2.87], [3.44, -2.05, 4.99], [-5.28, -1.78, -1.69], [1.31, -4.45, 1.56], [0.58, -4.32, 3.27], [-0.15, 2.55, 0.07], [2.16, -3.33, 4.97], [3.84, 3.59, -1.13], [3.91, -2.46, 2.52], [1.00, -2.85, -0.23], [-9.55, 0.44, 2.25], [-1.45, 3.05, -1.11], [4.10, -2.80, -4.55], [4.46, -0.55, 3.16], [4.31, -0.19, 5.64], [-7.44, 0.08, -0.95], [2.30, 2.01, 0.91], [-4.83, -0.24, -2.54], [1.85, 1.25, 4.91], [-3.04, -1.29, -0.24]],
  "energy_ha": -3411.35067,
  "multiplicity": 1,
  "gap_ev": 7.843,
  "max_force_ev_per_a": 3.485,
  "smiles": "CCB(O)c1cc2c(cc1[C@@H](C)CC)Sc1c(P(O)Cl)ccc([PH2]=S)c1N2CCCCCCCCOC(C)=O",
  "homo_ev": -8.4,
  "total_charge": 0
}



No. 5
{
  "formula": "C21H36FO18",
  "method": "ωB97M-V with the def2-TZVPD basis set",
  "symbols": ["F", "O", "O", "O", "O", "O", "O", "O", "O", "O", "O", "O", "O", "O", "O", "O", "O", "O", "O", "C", "C", "C", "C", "C", "C", "C", "C", "C", "C", "C", "C", "C", "C", "C", "C", "C", "C", "C", "C", "C", "H", "H", "H", "H", "H", "H", "H", "H", "H", "H", "H", "H", "H", "H", "H", "H", "H", "H", "H", "H", "H", "H", "H", "H", "H", "H", "H", "H", "H", "H", "H", "H", "H", "H", "H", "H"],
  "coordinates": [[-0.73, 0.71, -0.63], [3.79, -0.19, -2.01], [5.37, -0.64, -0.30], [2.98, -3.76, 2.15], [1.56, 1.95, 3.36], [-5.45, 3.71, 2.79], [-5.29, -2.38, -0.71], [-6.42, -1.13, 0.78], [-2.66, 1.64, -3.62], [2.59, 0.00, 4.53], [-3.27, 3.59, 2.50], [5.99, 0.33, -2.42], [-1.66, 0.30, -5.05], [1.52, -2.40, 1.41], [-4.29, -0.63, 0.29], [-3.83, 0.75, -5.32], [0.70, -4.16, 2.74], [2.88, 2.29, 5.31], [-4.47, 2.19, 1.41], [0.21, -2.20, 0.94], [-3.26, 2.86, -0.54], [7.39, 0.14, -1.98], [-5.39, -1.32, 0.13], [-0.63, 0.80, -4.18], [-1.30, 2.00, -3.58], [2.65, -0.42, -1.13], [3.50, 1.70, 6.45], [2.34, 1.43, 4.41], [1.72, -3.47, 2.07], [0.67, 1.05, -4.89], [3.52, -4.78, 2.95], [-2.35, 2.83, 1.75], [-4.53, 3.22, 2.23], [-4.10, -2.22, -2.75], [-3.25, -1.27, -0.46], [-3.95, -2.39, -1.23], [5.05, -0.10, -1.56], [-3.25, 2.08, 0.74], [-2.80, 0.82, -4.67], [0.95, 0.96, 2.50], [3.03, 0.83, 6.76], [-3.12, -2.20, -3.33], [7.65, -0.79, -1.45], [-0.94, 2.19, -2.63], [-3.82, 3.82, -0.42], [-0.20, -3.07, 0.41], [-2.81, -0.55, -1.06], [-4.57, -1.30, -2.97], [-2.87, 1.08, 0.56], [1.64, -0.11, -1.34], [1.48, 1.12, -4.14], [-1.06, 2.87, -4.22], [2.61, -1.43, -0.73], [0.50, 1.78, -5.71], [0.27, -1.24, 0.31], [1.04, 0.14, -5.44], [-1.61, 3.45, 1.26], [4.56, -4.97, 2.68], [-3.79, 2.23, -1.29], [3.73, 2.25, 7.29], [-2.23, 3.03, -0.97], [8.10, 0.41, -2.77], [7.59, 0.96, -1.23], [-0.07, 0.72, 2.91], [-1.87, 2.06, 2.42], [-2.50, -1.50, 0.25], [4.59, 1.55, 6.27], [3.27, -4.61, 4.01], [-0.55, -1.87, 1.66], [3.01, -5.71, 2.78], [0.79, 1.31, 1.47], [-3.42, -3.39, -1.12], [-4.64, -3.06, -3.26], [1.41, -0.05, 2.32], [-0.42, 0.01, -3.49], [2.66, 0.20, -0.24]],
  "energy_ha": -2275.84447,
  "multiplicity": 1,
  "gap_ev": 9.006,
  "max_force_ev_per_a": 9.763,
  "homo_ev": -6.8,
  "total_charge": -1
}



No. 6
{
  "formula": "C19H40F4GaNO12PS2",
  "method": "ωB97M-V with the def2-TZVPD basis set",
  "symbols": ["Ga", "S", "S", "P", "F", "F", "F", "F", "O", "O", "O", "O", "O", "O", "O", "O", "O", "O", "O", "O", "N", "C", "C", "C", "C", "C", "C", "C", "C", "C", "C", "C", "C", "C", "C", "C", "C", "C", "C", "C", "H", "H", "H", "H", "H", "H", "H", "H", "H", "H", "H", "H", "H", "H", "H", "H", "H", "H", "H", "H", "H", "H", "H", "H", "H", "H", "H", "H", "H", "H", "H", "H", "H", "H", "H", "H", "H", "H", "H", "H"],
  "coordinates": [[-0.39, -0.10, -1.64], [0.90, 8.41, -0.10], [5.51, -5.24, 3.66], [-2.30, -3.93, -3.07], [1.27, -1.98, 0.59], [-3.84, 2.49, -0.41], [-0.10, -0.75, 1.78], [1.93, -1.11, 2.47], [-3.67, -3.90, -3.93], [1.14, 1.53, 1.29], [-0.26, 7.52, 0.52], [5.05, -4.63, 5.05], [4.36, -5.58, 2.88], [-1.48, -5.04, -3.59], [-2.65, -4.21, -1.53], [1.84, 8.75, 0.92], [-3.12, -0.11, -0.67], [1.35, 7.81, -1.32], [6.54, -4.42, 3.11], [-2.41, 3.77, 0.68], [-1.95, 1.52, 0.53], [-2.02, 1.19, -3.87], [1.44, 0.43, -0.85], [-0.57, 0.96, -3.38], [-4.52, -1.57, -4.03], [-2.71, 2.66, 0.30], [-0.01, 6.11, 0.75], [1.17, -0.87, 1.34], [0.90, 5.87, 1.94], [4.61, -3.25, 5.07], [-2.04, 0.42, -0.52], [-0.42, -2.09, -2.11], [6.22, -6.72, 4.30], [-2.50, -3.05, 0.61], [1.68, 0.39, 0.64], [-1.41, -2.37, -3.26], [3.23, -3.05, 4.47], [-4.72, -3.00, -3.55], [-0.08, 9.82, -0.46], [-3.17, -3.12, -0.73], [-3.12, -2.17, -1.26], [3.22, -3.27, 3.40], [-2.41, -4.02, 1.07], [2.75, 0.39, 0.83], [0.59, 10.59, -0.83], [1.64, 1.45, -1.14], [-2.75, 1.17, -3.07], [0.59, -2.30, -2.46], [0.03, 0.52, -4.18], [-3.15, -2.45, 1.25], [-4.10, -0.97, -3.24], [0.97, 4.80, 2.12], [-4.22, -3.32, -0.56], [6.52, -7.32, 3.44], [0.39, 5.65, -0.15], [-2.29, 0.47, -4.63], [5.35, -2.63, 4.57], [2.91, -2.02, 4.60], [-0.57, 10.16, 0.45], [-0.98, 5.67, 0.94], [2.51, -3.71, 4.95], [-0.85, -2.52, -4.17], [-5.46, -1.12, -4.31], [-3.80, -1.54, -4.83], [7.08, -6.47, 4.91], [5.46, -7.25, 4.87], [-2.08, -1.52, -3.37], [1.91, 6.25, 1.76], [0.52, 6.37, 2.82], [-0.14, 1.93, -3.18], [-2.11, 2.16, -4.35], [1.65, 1.65, 2.09], [-5.61, -3.38, -4.03], [-2.18, 1.11, 1.42], [-4.93, -3.02, -2.49], [4.60, -2.98, 6.12], [-0.82, 9.56, -1.22], [-0.57, -2.73, -1.25], [-1.54, -2.56, 0.59], [2.19, -0.19, -1.34]],
  "energy_ha": -5167.69341,
  "multiplicity": 1,
  "gap_ev": 7.389,
  "max_force_ev_per_a": 2.409,
  "homo_ev": -5.5,
  "total_charge": -1
}



No. 7
{
  "formula": "C7H8",
  "method": "ωB97M-V with the def2-TZVPD basis set",
  "symbols": ["C", "C", "C", "C", "C", "C", "C", "H", "H", "H", "H", "H", "H", "H", "H"],
  "coordinates": [[1.75, 1.05, -0.33], [-1.61, 0.12, 0.78], [-2.70, 0.42, 1.20], [2.89, 1.24, 0.00], [-0.27, -0.26, 0.32], [0.33, 0.82, -0.63], [-0.28, -1.64, -0.34], [-0.94, -1.64, -1.22], [-0.21, 1.76, -0.53], [3.90, 1.42, 0.30], [0.22, 0.50, -1.67], [-3.67, 0.68, 1.58], [-0.65, -2.40, 0.36], [0.37, -0.31, 1.21], [0.73, -1.92, -0.65]],
  "energy_ha": -271.39245,
  "multiplicity": 1,
  "gap_ev": 10.951,
  "max_force_ev_per_a": 0.499,
  "smiles": "C#CC[C@H](C)C#C",
  "homo_ev": -9.9,
  "total_charge": 0
}



No. 8
{
  "formula": "C40H46N6O9P2STi",
  "method": "ωB97M-V with the def2-TZVPD basis set",
  "symbols": ["Ti", "S", "P", "P", "O", "O", "O", "O", "O", "O", "O", "O", "O", "N", "N", "N", "N", "N", "N", "C", "C", "C", "C", "C", "C", "C", "C", "C", "C", "C", "C", "C", "C", "C", "C", "C", "C", "C", "C", "C", "C", "C", "C", "C", "C", "C", "C", "C", "C", "C", "C", "C", "C", "C", "C", "C", "C", "C", "C", "H", "H", "H", "H", "H", "H", "H", "H", "H", "H", "H", "H", "H", "H", "H", "H", "H", "H", "H", "H", "H", "H", "H", "H", "H", "H", "H", "H", "H", "H", "H", "H", "H", "H", "H", "H", "H", "H", "H", "H", "H", "H", "H", "H", "H", "H"],
  "coordinates": [[-0.39, -0.01, 0.28], [2.23, 2.67, -2.23], [-0.09, -3.38, 0.74], [1.52, -1.92, -1.50], [0.37, -3.98, 2.16], [0.35, -0.98, -1.22], [-2.31, 0.09, 0.29], [-0.90, -4.40, 0.01], [1.29, 0.25, 1.09], [-0.59, -1.99, 1.01], [2.41, 1.30, -1.66], [2.87, -1.18, -1.17], [1.52, -2.62, -2.82], [-2.45, -2.09, -1.82], [-0.37, 1.84, -0.47], [-2.38, 0.41, 2.53], [1.42, -4.56, -1.12], [-5.53, -5.21, 0.08], [-1.01, 0.25, 2.34], [5.84, 3.34, -2.85], [-3.17, -4.70, -2.46], [-0.04, 3.04, 0.16], [-4.74, -4.69, -0.57], [-1.08, 3.52, -1.79], [-5.04, 0.46, 0.03], [-3.76, -4.04, -1.39], [1.77, 1.64, -4.69], [0.69, 3.14, 1.45], [2.75, -3.35, 0.61], [1.11, -0.03, 3.40], [-1.89, -2.73, -2.84], [1.49, -3.32, -0.26], [-6.41, 0.55, -0.08], [7.03, 2.66, -3.06], [-0.32, 0.12, 3.43], [1.84, 0.11, 2.26], [1.03, -0.58, -5.28], [2.73, 2.54, -3.97], [-6.61, 0.57, 2.32], [-0.04, -0.05, -5.97], [-0.99, 2.16, -1.67], [-1.00, 0.14, 4.76], [-4.44, 0.42, 1.29], [-0.22, 1.33, -6.02], [7.37, 1.58, -2.25], [5.32, 1.87, -1.02], [6.51, 1.19, -1.24], [4.97, 2.95, -1.83], [1.93, 0.26, -4.64], [3.66, 3.64, -1.63], [-0.47, 4.08, -0.63], [3.34, 0.19, 2.26], [-2.22, -4.03, -3.20], [-2.97, 0.30, 1.39], [-7.20, 0.61, 1.06], [-5.23, 0.47, 2.43], [0.68, 2.17, -5.38], [-1.45, 1.12, -2.64], [-3.36, -2.73, -1.10], [-3.79, -2.19, -0.27], [2.76, -4.25, 1.23], [-1.55, 1.08, 4.88], [1.73, 2.79, 1.36], [0.71, 4.18, 1.78], [0.54, 3.24, -5.41], [-4.41, 0.41, -0.85], [-1.52, 4.05, -2.62], [3.65, -3.28, 0.01], [2.82, -0.21, -1.36], [-4.76, 0.44, 3.40], [-0.75, -0.70, -6.47], [-1.14, -2.17, -3.39], [-0.36, 5.13, -0.38], [-3.46, -5.71, -2.69], [-8.28, 0.68, 0.97], [-1.73, -4.50, -4.04], [2.77, -0.17, -4.10], [3.61, 4.61, -2.13], [1.55, -4.22, -2.10], [3.63, 1.22, 2.04], [-2.08, 0.37, -2.17], [-2.02, 1.60, -3.44], [1.63, -0.13, 4.35], [3.76, -0.10, 3.22], [8.29, 1.05, -2.42], [3.74, 2.14, -3.99], [-1.06, 1.75, -6.56], [-1.75, -0.65, 4.81], [0.37, -3.28, 2.83], [6.76, 0.35, -0.61], [-6.87, 0.58, -1.06], [2.10, -5.26, -0.86], [7.70, 2.98, -3.85], [5.58, 4.19, -3.48], [1.17, -1.65, -5.21], [2.71, 3.55, -4.37], [3.74, -0.44, 1.47], [-0.28, 0.02, 5.57], [4.65, 1.56, -0.24], [2.74, -2.49, 1.29], [3.44, 3.80, -0.57], [-7.22, 0.61, 3.21], [0.44, -4.91, -0.98], [-0.60, 0.61, -3.10], [0.22, 2.55, 2.24]],
  "energy_ha": -4488.32825,
  "multiplicity": 1,
  "gap_ev": 6.698,
  "max_force_ev_per_a": 0.478,
  "homo_ev": -7.1,
  "total_charge": 0
}



No. 9
{
  "formula": "C7H12N2",
  "method": "ωB97M-V with the def2-TZVPD basis set",
  "symbols": ["N", "N", "C", "C", "C", "C", "C", "C", "C", "H", "H", "H", "H", "H", "H", "H", "H", "H", "H", "H", "H"],
  "coordinates": [[-1.32, 1.70, -2.03], [0.05, 1.82, -2.45], [1.53, -2.77, 2.40], [0.21, -0.28, -0.10], [-1.75, 1.17, -0.96], [-1.03, 0.60, 0.15], [0.24, -1.59, 0.56], [0.37, 0.98, 0.56], [1.15, -1.61, 1.54], [-0.71, -2.29, 0.25], [0.55, 2.09, -1.45], [2.58, -2.83, 2.73], [1.88, -0.71, 1.72], [1.48, -3.88, 1.91], [0.72, 1.11, 1.66], [-0.14, 2.91, -2.87], [-1.58, 0.34, 1.06], [0.97, 1.86, 0.04], [1.12, -2.74, 3.32], [0.36, -0.42, -1.22], [-2.71, 0.91, -0.70]],
  "energy_ha": -383.21668,
  "multiplicity": 1,
  "gap_ev": 9.583,
  "max_force_ev_per_a": 6.328,
  "smiles": "C/C=C/[C@@H]1C[C@H]1/C=N\\N",
  "homo_ev": -8.7,
  "total_charge": 0
}